Molecular formula: C54H57IN6OPdSe
Method: DFT, ωB97M-V/def2-TZVPD

```
! wB97M-V def2-TZVPD RIJCOSX def2/J DEFGRID3
* xyz -1 4
Pd 0.3637 0.0577 -0.0020
C -0.4073 3.1958 3.7144
C -1.2661 2.5703 2.6108
C -2.6444 2.1953 3.1648
C -1.3942 3.4639 1.3944
C -1.5421 4.8365 1.5237
C -1.6396 5.6441 0.4052
C -1.5370 5.0808 -0.8539
C -1.3928 3.7095 -1.0398
C -1.2268 3.2239 -2.4761
C -2.3772 2.3401 -2.9713
C 0.1217 2.5319 -2.6749
C -1.3716 2.8798 0.1090
N -1.3288 1.4791 0.0388
C -2.4899 0.8164 -0.0185
C -2.5148 -0.6269 -0.0907
N -1.3919 -1.3305 0.0740
C -1.2915 -2.6957 -0.1628
C -1.1111 -3.5520 0.9493
C -0.8567 -4.8991 0.7390
C -0.7738 -5.4097 -0.5461
C -1.0100 -4.5869 -1.6371
C -1.2989 -3.2384 -1.4796
C -1.6660 -2.3606 -2.6664
C -0.4967 -1.5017 -3.1576
C -2.2333 -3.1567 -3.8407
C -1.2871 -2.9596 2.3335
C -0.5901 -3.7491 3.4442
C -2.7794 -2.8435 2.6668
C -3.8782 -1.0541 -0.2791
C -4.5292 -2.2802 -0.4687
C -5.9186 -2.2781 -0.6212
C -6.6801 -1.1149 -0.5941
C -6.0519 0.1474 -0.4098
C -6.6661 1.4274 -0.3792
C -5.8898 2.5696 -0.2190
C -4.4988 2.5377 -0.0800
C -3.8567 1.2926 -0.0994
C -4.6625 0.1315 -0.2624
H -0.1404 2.4324 4.4495
H -0.9429 3.9896 4.2408
H 0.5055 3.6119 3.2860
H -0.7659 1.6566 2.2748
H -3.1809 3.0952 3.4765
H -2.5345 1.5389 4.0323
H -3.2432 1.6855 2.4110
H -1.5844 5.2875 2.5082
H -1.7804 6.7126 0.5169
H -1.5746 5.7246 -1.7265
H -1.2220 4.1227 -3.1035
H -2.3340 1.3461 -2.5312
H -2.3161 2.2359 -4.0588
H -3.3413 2.7819 -2.7184
H 0.2307 1.6935 -1.9889
H 0.9310 3.2366 -2.4702
H 0.2064 2.1697 -3.7050
H -0.7218 -5.5601 1.5883
H -0.5442 -6.4580 -0.7009
H -0.9708 -5.0231 -2.6281
H -2.4530 -1.6823 -2.3311
H 0.2682 -2.1369 -3.6180
H -0.0603 -0.9359 -2.3294
H -0.8459 -0.7907 -3.9092
H -1.4623 -3.7737 -4.3098
H -2.6174 -2.4688 -4.5956
H -3.0508 -3.8014 -3.5153
H -0.8717 -1.9468 2.2945
H -1.1575 -4.6467 3.7011
H -0.5142 -3.1342 4.3428
H 0.4132 -4.0527 3.1471
H -3.2524 -3.8268 2.6088
H -3.2907 -2.1809 1.9722
H -2.9120 -2.4513 3.6782
H -3.9812 -3.2154 -0.5038
H -6.4145 -3.2322 -0.7693
H -7.7554 -1.1666 -0.7260
H -7.7420 1.5080 -0.4917
H -6.3815 3.5371 -0.2134
H -3.9505 3.4639 0.0371
C 2.8336 1.1680 2.7386
N 3.8220 1.8682 1.9512
C 3.4477 2.6999 0.9338
Se 1.8073 3.3919 0.6697
N 4.5937 3.0627 0.2839
C 5.6907 2.4679 0.8722
C 7.0445 2.5594 0.6096
C 7.9143 1.9052 1.4774
C 7.4313 1.1758 2.5558
C 6.0663 1.0536 2.8006
C 5.1949 1.7092 1.9457
H 2.0770 0.7657 2.0558
H 2.3330 1.8556 3.4217
H 3.3112 0.3657 3.2986
H 4.5791 3.6382 -0.5382
H 7.4163 3.1448 -0.2208
H 8.9817 1.9828 1.3189
H 8.1286 0.7001 3.2327
H 5.7101 0.4870 3.6505
O 2.6684 0.7124 -0.6477
N 3.4180 0.2355 -1.5680
C 3.2469 0.6241 -2.8563
C 4.0936 0.1976 -3.8482
C 5.1394 -0.6723 -3.5539
C 5.2778 -1.0887 -2.2356
C 4.4208 -0.6306 -1.2650
H 2.4171 1.2968 -3.0142
H 3.9312 0.5471 -4.8580
H 5.8202 -1.0086 -4.3214
H 6.0697 -1.7724 -1.9634
H 4.4941 -0.8963 -0.2211
I 2.9610 -4.8225 -2.4648
C 2.5373 -3.7317 -0.7141
C 2.7871 -4.2807 0.5292
C 2.5019 -3.4770 1.6263
C 1.9572 -2.2240 1.4321
N 1.7390 -1.6971 0.2238
C 2.0517 -2.4476 -0.8363
H 3.1775 -5.2807 0.6453
H 2.7082 -3.8362 2.6251
H 1.6942 -1.5986 2.2755
H 1.9256 -1.9900 -1.8068
*
```

- LUMO energy (spin up / spin down): 1.56 / 1.56 eV
- Orbital gap (spin up / spin down): 2.66 / 5.15 eV
- HOMO energy (spin up / spin down): -1.10 / -3.59 eV
- Molecular weight: 1118.375 g/mol
- Expectation value of S²: 3.793
- Energy above the lowest of the compared OMol25 structures with the same formula, charge and spin: 12.3 kcal/mol

---

Molecular formula: C13H15N
Method: DFT, ωB97M-V/def2-TZVPD

```
! wB97M-V def2-TZVPD RIJCOSX def2/J DEFGRID3
* xyz 0 1
C -3.1810 1.0154 1.1922
C -3.0741 -0.4024 0.4502
N -4.4548 -0.9044 0.2522
C -2.3511 -0.4524 -0.8690
C -0.8567 -0.0362 -0.5660
C -0.6371 1.3346 -0.7741
C 0.6759 1.7184 -0.4146
C 1.6759 0.7404 -0.0319
C 3.0890 1.2205 0.2273
C 4.1160 0.2275 0.2936
C 3.7437 -1.1925 0.3959
C 2.4254 -1.6123 0.1595
C 1.3964 -0.5969 -0.1159
C 0.0722 -1.0417 -0.3842
H -2.2031 1.3054 1.6722
H -3.5094 1.8778 0.6012
H -3.7414 0.9454 2.0471
H -2.5472 -1.1392 1.1205
H -4.9322 -0.1063 -0.3167
H -4.2571 -1.4783 -0.7407
H -2.3173 -1.5082 -1.2200
H -2.6770 0.2054 -1.6385
H -1.4489 1.8966 -1.1760
H 0.9185 2.7983 -0.3286
H 3.4282 2.3106 0.2564
H 5.3071 0.3978 0.0803
H 4.6304 -1.8782 0.5466
H 2.1656 -2.7243 0.1636
H -0.2001 -2.1059 -0.2098
*
```

- LUMO energy: 0.44 eV
- Orbital gap: 8.61 eV
- SMILES: C[C@@H](N)Cc1ccc2ccccc2c1
- HOMO energy: -8.17 eV
- Molecular weight: 185.270 g/mol
- Energy above the lowest of the compared OMol25 structures with the same formula, charge and spin: 67.1 kcal/mol

---

Molecular formula: C48H37Br3LaN3O5P2
Method: DFT, ωB97M-V/def2-TZVPD

```
! wB97M-V def2-TZVPD RIJCOSX def2/J DEFGRID3
* xyz 2 1
La -0.2271 -0.6349 -0.2552
O -1.3400 -1.8612 1.3466
P -2.1625 -1.1138 2.4053
C -1.0117 0.0338 3.2788
P 0.7441 -0.4332 3.0403
O 1.1117 -0.1448 1.5776
C 0.9175 -2.1569 3.4569
C 0.4546 -2.6531 4.6753
C 0.6550 -3.9859 5.0056
C 1.3201 -4.8262 4.1224
C 1.7871 -4.3365 2.9072
C 1.5919 -3.0042 2.5783
C 1.7653 0.5321 4.1139
C 1.5944 0.5400 5.5022
C 2.4293 1.3106 6.2921
C 3.4301 2.0753 5.6997
C 3.6012 2.0713 4.3241
C 2.7692 1.3007 3.5235
C -3.3568 -0.1065 1.5554
C -3.5260 -0.2390 0.1660
C -4.3632 0.6270 -0.5135
C -5.0496 1.6123 0.1801
C -4.9123 1.7324 1.5564
C -4.0595 0.8839 2.2418
C -2.8246 -2.2048 3.6177
C -2.6952 -3.5776 3.4214
C -3.1798 -4.4494 4.3876
C -3.7862 -3.9519 5.5335
C -3.9181 -2.5794 5.7264
C -3.4387 -1.7039 4.7687
H -1.2343 0.0660 4.3483
H -1.1167 1.0415 2.8617
H -0.0737 -2.0165 5.3766
H 0.2926 -4.3675 5.9516
H 1.4879 -5.8628 4.3859
H 2.3197 -4.9894 2.2274
H 1.9947 -2.6176 1.6502
H 0.8204 -0.0488 5.9802
H 2.3053 1.3160 7.3669
H 4.0807 2.6783 6.3201
H 4.3831 2.6670 3.8712
H 2.8964 1.2950 2.4487
H -3.0429 -1.0518 -0.3690
H -4.4901 0.5264 -1.5834
H -5.6986 2.2908 -0.3576
H -5.4571 2.4996 2.0912
H -3.9436 1.0074 3.3129
H -2.2079 -3.9559 2.5316
H -3.0807 -5.5179 4.2468
H -4.1638 -4.6356 6.2837
H -4.3954 -2.1975 6.6186
H -3.5508 -0.6364 4.9250
Br -1.7748 3.8940 1.0875
C -0.1009 3.4945 0.3306
C 0.9104 4.4807 0.4045
C 2.1588 4.2056 -0.0486
Br 3.4777 5.5361 0.0549
C 2.4660 2.9231 -0.5756
C 3.7716 2.5240 -0.9584
C 4.0075 1.2640 -1.4235
C 2.9256 0.3766 -1.5269
N 1.7038 0.6947 -1.1714
C 1.4433 1.9620 -0.6885
C 0.1095 2.2699 -0.2301
O -0.8810 1.3464 -0.3149
H 0.6806 5.4469 0.8311
H 4.5830 3.2325 -0.8614
H 4.9994 0.9419 -1.7073
H 3.0768 -0.6229 -1.9227
C -0.9984 -4.2349 -0.5709
O -0.9330 -3.0004 -1.3091
C -1.4339 -3.0103 -2.5991
C -2.2450 -4.0026 -3.1180
C -2.6808 -3.9043 -4.4372
Br -3.8399 -5.2152 -5.1094
C -2.2709 -2.8686 -5.2561
C -1.4313 -1.8894 -4.7336
C -1.0794 -1.9361 -3.3987
O -0.3702 -0.8930 -2.8385
C -0.8806 -0.7545 -5.5081
N -1.2064 0.4873 -5.2655
C -0.4191 1.2328 -6.1571
C -0.3792 2.6137 -6.3631
C 0.4874 3.0885 -7.3230
C 1.3108 2.2157 -8.0653
C 1.2788 0.8515 -7.8744
C 0.3824 0.3861 -6.9120
N 0.0831 -0.8932 -6.4577
H -2.0327 -4.4752 -0.3312
H -0.4420 -4.0685 0.3463
H -0.5444 -5.0318 -1.1566
H -2.5524 -4.8462 -2.5168
H -2.5905 -2.8170 -6.2882
H -0.3771 -0.1491 -3.4815
H -1.0174 3.2756 -5.7923
H 0.5330 4.1507 -7.5239
H 1.9830 2.6284 -8.8061
H 1.9104 0.1854 -8.4469
H 0.4296 -1.7645 -6.8221
*
```

- LUMO energy: -4.73 eV
- Orbital gap: 7.85 eV
- HOMO energy: -12.58 eV
- Molecular weight: 1176.406 g/mol